A cluster of 2 separate species, C3H4N2O2 in total in a non-equilibrium geometry. Source: the Open Molecules 2025 dataset; level of theory: the ωB97M-V functional and the def2-TZVPD basis.

Values from the calculation:
Orbital gap in eV: 10.96
SMILES: C=N[N+](=O)[O-].C#C
2S+1: 1
M in g/mol: 100.08
DFT total energy in eV: -10244.209

```
11
Properties=species:S:1:pos:R:3:lowdin_charge:R:1
C 1.30 0.34 -0.31 0.034
N 0.49 -0.62 -0.46 0.109
N 0.85 -1.71 0.32 -0.516
O 0.43 -1.72 1.43 0.103
O 1.56 -2.52 -0.20 0.100
H 1.31 1.24 -0.89 0.080
H 2.24 0.24 0.19 0.090
C -2.99 1.39 -0.72 -0.004
C -3.11 0.79 0.32 -0.001
H -2.91 1.88 -1.65 0.004
H -3.19 0.41 1.28 0.001
```